This record from OMol25 describes 8 unconnected molecules or ions with the total composition C16H48O8 at a distorted geometry. The level of theory is ωB97M-V with the def2-TZVPD basis set.

Properties
Molecular weight in g mol⁻¹: 368.55
ΔE to the lowest compared entry with this formula, charge and spin in kJ/mol: 1229.5
E_LUMO in eV: 0.6
Net charge: 0
Total energy in eV: -33737.7583
SMILES string: CCO.CCO.CCO.CCO.CCO.CCO.CCO.CCO

Last column: Löwdin charge in e.
Element x y z (Å)
O: 4.79177 -31.29182 41.22709  -0.091
O: 7.58191 -31.07744 41.96681  -0.105
O: 2.47354 -27.76450 45.36688  -0.060
O: -1.77986 -31.31811 42.65616  -0.097
O: 1.83458 -34.97617 37.75375  -0.147
O: 5.52984 -32.24008 36.08251  -0.013
O: 6.28023 -30.89525 47.38705  -0.042
O: 0.74498 -28.59254 38.34998  -0.069
C: 3.43348 -28.11103 44.43771  -0.299
C: -0.18183 -28.77927 39.34995  -0.301
C: 8.77056 -29.13026 42.57050  -0.060
C: -0.45247 -31.04399 43.13965  -0.292
C: 5.57417 -31.17641 46.13396  -0.359
C: 2.77067 -29.07292 43.35699  -0.030
C: 4.88865 -32.32529 37.28396  -0.397
C: -1.04180 -30.11855 39.07014  -0.092
C: 2.69522 -37.01468 39.02891  -0.110
C: 0.12976 -32.30083 43.89270  -0.062
C: 8.65293 -30.27266 41.46675  -0.219
C: 3.88032 -32.24937 41.64344  -0.295
C: 6.52230 -31.06472 45.04019  -0.137
C: 2.59196 -35.41600 38.83581  -0.375
C: 5.84162 -32.95739 38.10668  -0.082
C: 2.53073 -31.97160 40.82198  -0.054
H: 0.28014 -29.04970 40.39727  0.129
H: -0.50187 -31.05687 38.94435  0.050
H: -2.15964 -30.50104 42.39878  0.047
H: 3.68489 -35.16052 38.52048  0.093
H: 3.59404 -32.27856 42.80051  0.132
H: 5.17282 -33.36503 39.02429  0.122
H: 5.96884 -31.66763 44.09211  0.145
H: 3.60972 -37.46063 39.48579  0.056
H: 7.92919 -31.86104 42.42685  0.101
H: 0.97382 -32.18743 44.40144  -0.003
H: 0.50938 -28.82635 37.44962  0.090
H: 8.46203 -29.95136 40.56188  0.055
H: 5.34223 -32.28349 46.06786  0.105
H: 1.75835 -37.22098 39.63837  0.071
H: 4.20300 -28.59779 45.07102  0.086
H: -1.62031 -30.14532 38.08997  0.063
H: 3.93952 -27.27058 44.05125  0.093
H: 6.42180 -33.62571 37.63539  0.030
H: 7.94130 -28.64383 42.71355  -0.009
H: 3.45723 -29.63777 42.63664  0.081
H: 2.41747 -34.81743 39.91310  0.158
H: 7.39698 -31.34780 45.60872  0.076
H: 4.87141 -32.29501 35.44524  0.054
H: 4.38717 -30.67857 45.99441  0.172
H: 9.05412 -29.54714 43.47769  0.039
H: -2.04802 -30.28422 39.69163  0.097
H: 4.31332 -33.24419 41.31417  0.102
H: -0.69873 -30.20896 43.83474  0.125
H: 6.79158 -29.99333 44.79945  0.082
H: 9.55053 -28.29516 42.22810  0.124
H: 5.57914 -31.31262 41.74202  0.018
H: 9.67433 -30.59998 41.58366  0.107
H: 2.23621 -30.87905 40.84183  0.087
H: 3.93348 -32.80307 36.96245  0.137
H: -0.79092 -32.72324 44.53218  0.116
H: 2.03989 -29.68634 43.65042  -0.006
H: 0.03248 -33.20235 43.20902  0.085
H: 5.81915 -30.99580 48.13225  0.004
H: 0.17914 -30.82453 42.32047  0.054
H: 1.59469 -32.33207 41.18780  0.046
H: -0.78290 -27.99751 39.38142  0.046
H: 2.32038 -28.37675 42.64314  0.070
H: 2.55761 -26.89805 45.69684  0.062
H: 4.54503 -31.63374 37.79582  0.034
H: 2.79544 -37.59063 37.97905  0.102
H: 6.64456 -32.18552 38.40503  0.122
H: 2.42277 -32.22928 39.91804  -0.031
H: 2.21431 -35.45491 36.87771  0.165

This record from OMol25 describes C17H15NO2S in the gas phase at a distorted geometry. The level of theory is ωB97M-V with the def2-TZVPD basis set.

Properties
Molecular weight in g mol⁻¹: 297.38
ΔE to the lowest compared entry with this formula, charge and spin in kJ/mol: 220.6
E_LUMO in eV: 0.6
Net charge: 0
Total energy in eV: -34291.4637
SMILES string: COc1ccc([C@H](SC#N)c2ccc3c(c2)CCO3)cc1

Last column: Löwdin charge in e.
Element x y z (Å)
S: -1.02401 -0.20812 -2.44284  0.999
O: 4.79082 2.17854 -1.68482  -0.091
O: -3.36973 -0.63565 3.45812  -0.022
N: -2.85429 -2.32731 -3.05534  0.089
C: -0.79001 -0.81678 0.21957  -0.229
C: -2.82461 -1.47158 1.35031  -0.140
C: -2.45159 -0.67289 2.45576  -0.232
C: -4.51719 -1.45856 3.01974  -0.112
C: 3.60254 1.53604 -1.52854  -0.265
C: 2.32422 -0.46703 -1.98171  -0.037
C: -4.17325 -2.05017 1.64349  -0.096
C: 1.36725 1.29439 -0.64665  -0.061
C: -1.98017 -1.55511 0.25602  0.000
C: 0.00180 -0.81872 -1.07562  -0.469
C: -2.06592 -1.48719 -2.79030  -0.638
C: -1.21015 -0.02621 2.48489  0.011
C: 4.98190 3.43443 -0.98886  -0.060
C: 3.47570 0.27318 -2.15631  0.008
C: -0.37715 -0.13899 1.38438  -0.039
C: 2.52280 2.05359 -0.77724  -0.004
C: 1.28290 0.00542 -1.16909  -0.281
H: -2.26945 -2.20497 -0.56397  0.095
H: -5.39790 -0.80306 2.97549  0.121
H: 0.60734 0.32696 1.42676  0.105
H: 4.97360 3.29030 0.10256  0.099
H: 2.58827 3.03679 -0.31079  0.104
H: 4.30905 -0.08253 -2.75861  0.121
H: 2.21191 -1.42787 -2.48219  0.122
H: 0.23518 -1.84681 -1.37609  0.117
H: -4.68225 -2.22866 3.78441  0.121
H: 0.51461 1.72714 -0.12823  0.119
H: -0.92549 0.53827 3.36797  0.118
H: 4.21578 4.16772 -1.28332  0.093
H: -4.90852 -1.74637 0.88881  0.124
H: -4.15122 -3.14594 1.69782  0.123
H: 5.96721 3.75775 -1.31558  0.090

This record from OMol25 describes a molecular structure, C2H5ClN2O4S at a distorted geometry. The level of theory is ωB97M-V with the def2-TZVPD basis set.

Properties
Molecular weight in g mol⁻¹: 188.59
ΔE to the lowest compared entry with this formula, charge and spin in kJ/mol: 7.6
E_LUMO in eV: -0.3
Net charge: 0
Total energy in eV: -36676.7480

Last column: Löwdin charge in e.
Element x y z (Å)
Cl: -1.47247 3.23252 -0.08548  0.682
S: 0.06441 0.40274 1.06380  0.606
O: 2.15262 0.31772 -0.61334  0.055
O: 1.62207 1.93806 -1.92881  0.101
O: 0.99941 0.94639 2.00961  -0.278
O: -1.33878 0.54507 1.25865  -0.319
N: 0.25557 1.10427 -0.46003  -0.145
N: 1.40904 1.15108 -1.06254  -0.518
C: -1.20067 2.03226 -1.27973  -0.365
C: 0.51232 -1.30817 0.90112  -0.119
H: -0.72839 2.37434 -2.17740  0.046
H: 0.22991 -1.51221 -0.11041  0.063
H: 0.02339 -1.83256 1.71052  0.080
H: -1.86766 1.16580 -1.30934  0.072
H: 1.50511 -1.58676 0.89261  0.040

This record from OMol25 describes 3 unconnected molecules or ions with the total composition C19H42FN7O2S at a distorted geometry. The level of theory is ωB97M-V with the def2-TZVPD basis set.

Properties
Molecular weight in g mol⁻¹: 451.66
E_LUMO in eV: 0.2
Net charge: 0
Total energy in eV: -48462.0776
SMILES string: NC(N)(N)CN(c1ccccn1)S(=O)(=O)F.CCN(CC)CC.CCN(CC)CC

Last column: Löwdin charge in e.
Element x y z (Å)
S: 1.79583 -0.11736 -0.06085  0.584
F: 1.04933 0.49726 1.14975  -0.111
O: 2.99417 0.61229 -0.26897  -0.238
O: 0.87134 -0.16604 -1.13754  -0.235
N: 2.87760 5.87533 -0.75240  -0.202
N: 4.94261 -3.06893 2.55445  0.084
N: 4.87925 -3.07816 0.19907  0.094
N: 3.21116 -4.21911 1.47654  0.097
N: 0.61470 -2.10715 2.17881  0.132
N: 2.15921 -1.67315 0.41207  -0.115
N: -4.89366 -2.62416 -1.11376  -0.203
C: -6.20423 -0.90277 0.25663  -0.080
C: 4.05776 -3.02235 1.38736  -0.690
C: -5.19067 -2.05219 0.18766  -0.253
C: 0.96651 -2.33729 0.92172  -0.367
C: -0.82578 -3.91182 0.52966  -0.035
C: 1.36192 3.87521 -0.25573  -0.080
C: 2.60933 6.86496 0.27367  -0.254
C: -7.20875 -3.02038 -2.13809  -0.086
C: -4.40340 -1.68938 -2.11149  -0.272
C: 4.55624 4.36757 -1.78247  -0.087
C: 3.27439 -1.70241 1.39850  -0.146
C: -1.19170 -3.67343 1.85398  -0.048
C: -3.17535 -0.92058 -1.65297  -0.084
C: 2.40097 6.37883 1.71383  -0.088
C: 4.12923 5.16734 -0.56081  -0.275
C: 0.26881 -3.19413 0.09372  -0.026
C: -5.86832 -3.56731 -1.63229  -0.255
C: 1.75077 5.05317 -1.15668  -0.243
C: -0.45713 -2.76437 2.60769  -0.118
H: -5.17202 -0.96851 -2.43099  0.103
H: -7.23028 -1.25036 0.14782  0.054
H: -3.40311 -0.22550 -0.84347  0.067
H: -1.37419 -4.58665 -0.10234  0.113
H: 0.88441 5.70442 -1.29695  0.114
H: -4.25086 -1.69959 0.62228  0.096
H: 3.97369 -0.92851 1.09498  0.111
H: -2.78987 -0.33349 -2.48719  0.077
H: -5.39099 -4.10826 -2.45584  0.108
H: 4.10602 4.49405 0.31089  0.102
H: -6.13379 -0.41352 1.23024  0.072
H: -0.76916 -2.57204 3.62428  0.109
H: 4.58142 5.00039 -2.67066  0.079
H: 2.95447 -1.44173 2.40213  0.115
H: 1.43426 5.89472 1.84561  0.054
H: 5.55594 3.96099 -1.62546  0.072
H: 1.96346 4.65769 -2.15320  0.102
H: 2.42729 7.23210 2.39512  0.068
H: -4.13404 -2.26460 -3.00134  0.117
H: 0.69056 3.20804 -0.80128  0.074
H: 4.90228 5.91264 -0.35415  0.116
H: 4.34403 -3.03313 3.37395  0.072
H: -2.37341 -1.57559 -1.30939  0.067
H: 0.60945 -3.31751 -0.92405  0.124
H: 1.73848 7.45160 -0.03156  0.110
H: -7.85812 -2.70999 -1.32070  0.055
H: 2.76388 -4.39678 0.58909  0.065
H: 5.45502 -2.19031 2.57249  0.079
H: 2.22792 3.28513 0.04576  0.054
H: -5.51730 -2.85995 0.84787  0.112
H: 2.49284 -4.11313 2.18165  0.069
H: 3.89064 3.52537 -1.97468  0.063
H: -7.07768 -2.17634 -2.81547  0.066
H: 3.18086 5.68520 2.02906  0.065
H: -6.06087 -4.32246 -0.86495  0.109
H: -7.73800 -3.80128 -2.68789  0.070
H: 0.83252 4.19721 0.64051  0.058
H: -6.01534 -0.14337 -0.50283  0.067
H: 4.25202 -3.02545 -0.59994  0.075
H: 5.26038 -4.01846 0.16187  0.083
H: -2.03172 -4.18282 2.29528  0.103
H: 3.44677 7.57039 0.27242  0.108